# 1
Below is 2 unconnected molecules or ions with the total composition C5H11NO, with properties calculated with ωB97M-V/def2-TZVPD.

## Properties
* energy above the lowest of the compared OMol25 structures with the same formula, charge and spin: 81.1 kcal/mol
* SMILES string: C=C(N)/C=C/C.O
* LUMO: 0.63 eV
* highest occupied orbital energy: -8.37 eV
* charge: 0
* HOMO-LUMO gap: 0.3309 hartree
* calculated total energy: -327.002132 Ha

XYZ file:
```
18
C5H11NO (ωB97M-V/def2-TZVPD)
C -1.907 0.917 -0.671
C -0.780 0.147 -0.582
N 0.226 0.465 -1.595
C -0.396 -0.852 0.514
C 0.243 -2.014 0.310
C 0.139 -3.185 1.250
H -1.922 1.784 -1.304
H -2.632 0.688 0.200
H 0.998 -0.181 -1.776
H 0.670 1.406 -1.623
H -1.044 -0.718 1.446
H 0.585 -1.992 -0.711
H -0.895 -3.116 1.672
H 0.637 -4.198 0.962
H 0.611 -2.849 2.196
O 1.714 3.694 0.579
H 2.198 3.592 -0.206
H 1.704 2.707 0.744
```


# 2
Below is a molecular structure, C19H20N2O3, with properties calculated with ωB97M-V/def2-TZVPD.

## Properties
* energy above the lowest of the compared OMol25 structures with the same formula, charge and spin: 341.8 kcal/mol
* LUMO: 0.06 eV
* highest occupied orbital energy: -8.36 eV
* charge: 0
* HOMO-LUMO gap: 0.3094 hartree
* calculated total energy: -1070.783308 Ha

XYZ file:
```
44
C19H20N2O3 (ωB97M-V/def2-TZVPD)
C 5.502 0.020 -1.182
C 4.772 -1.264 -1.132
C 3.986 -1.151 0.136
O 4.123 -2.053 1.033
C 2.801 -0.384 0.157
C 2.317 0.044 1.656
C 1.309 0.951 1.986
C 0.756 1.730 0.615
C 1.118 1.403 -0.651
C 2.200 0.389 -0.771
H 2.371 0.389 -1.759
H 0.612 1.947 -1.515
O -0.161 2.437 0.953
C -1.040 3.189 0.116
C -2.052 2.002 -0.527
O -2.941 2.578 -1.242
H -3.467 1.792 -1.633
C -2.883 1.407 0.876
N -3.323 0.299 0.406
C -4.733 -0.015 0.173
N -4.965 -1.301 -0.366
C -3.837 -1.842 0.068
C -3.367 -3.152 -0.230
C -2.121 -3.575 0.156
C -1.121 -2.529 0.200
C -1.367 -1.353 0.641
C -2.749 -1.193 0.378
H -0.681 -0.506 0.979
H -0.188 -3.061 0.752
H -1.714 -4.689 -0.092
H -4.078 -3.869 -0.688
H -5.482 0.683 -0.100
H -3.608 2.207 1.074
H -2.198 1.216 1.629
H -1.505 1.117 -0.837
H -1.583 4.108 0.595
H -0.504 3.525 -0.955
H 1.088 1.367 3.083
H 2.826 -0.326 2.452
H 3.825 -1.228 -1.883
H 5.358 -2.201 -0.948
H 4.677 0.975 -1.042
H 5.930 -0.052 -2.158
H 6.092 -0.033 -0.405
```


# 3
Below is a molecular structure, C24H16F10N4O4Tc, with properties calculated with ωB97M-V/def2-TZVPD.

## Properties
* energy above the lowest of the compared OMol25 structures with the same formula, charge and spin: 26.2 kcal/mol
* 2S+1: 4
* LUMO (alpha / beta): -6.80 / -7.95 eV
* highest occupied orbital energy (alpha / beta): -12.97 / -13.98 eV
* charge: +2
* HOMO-LUMO gap (alpha / beta): 0.2266 / 0.2216 hartree
* calculated total energy: -2522.801206 Ha

XYZ file:
```
59
C24H16F10N4O4Tc (ωB97M-V/def2-TZVPD)
Tc -0.553 -0.733 0.828
C -3.104 -0.295 0.458
N -1.940 -0.613 -0.349
C -0.797 -2.697 1.191
C 0.029 -2.864 2.427
N 0.682 -1.555 2.508
C 1.600 -1.265 3.433
C 2.308 -0.034 3.316
F 2.057 0.726 2.256
C 3.253 0.371 4.219
F 3.894 1.512 4.061
C 3.552 -0.447 5.311
F 4.451 -0.071 6.178
C 2.898 -1.671 5.474
F 3.189 -2.428 6.510
C 1.954 -2.069 4.559
F 1.336 -3.226 4.761
C -2.155 -0.835 -1.768
C -2.707 0.411 -2.503
N -2.199 1.620 -1.890
C -2.452 2.813 -2.423
C -3.189 3.142 -3.602
F -3.742 2.181 -4.340
C -3.366 4.438 -4.020
F -4.050 4.697 -5.121
C -2.826 5.494 -3.282
F -2.995 6.727 -3.688
C -2.110 5.234 -2.113
F -1.610 6.238 -1.412
C -1.940 3.938 -1.702
F -1.281 3.709 -0.579
H -3.858 -1.085 0.395
H -3.519 0.669 0.176
H -2.792 -0.216 1.523
H -0.213 -4.551 -0.045
H -1.745 -3.222 1.149
H 0.748 -3.690 2.431
H -0.639 -3.023 3.279
H -2.869 -1.658 -1.879
H -1.208 -1.162 -2.194
H -3.802 0.398 -2.474
H -2.440 0.335 -3.557
O 1.740 -4.505 -0.891
C 1.179 -3.343 -0.594
O -0.080 -3.586 -0.089
C 1.719 -2.066 -0.817
C 2.994 -1.997 -1.447
C 3.532 -0.790 -1.789
C 2.818 0.372 -1.481
C 1.622 0.263 -0.808
N 1.062 -0.922 -0.453
C 0.904 1.466 -0.269
O 1.185 2.658 -0.717
O 0.080 1.336 0.626
H 2.289 -4.497 -1.686
H 3.558 -2.897 -1.643
H 4.499 -0.734 -2.270
H 3.244 1.337 -1.717
H 1.803 2.656 -1.457
```